{"formula": "C35H48O3P4Re", "method": "ωB97M-V/def2-TZVPD", "charge": 4, "e_above_lowest_kj_mol": 99.13, "spin_multiplicity": 4, "max_force_ev_per_a": 5.22, "e_tot_ha": -3030.3845, "s_squared": 3.792, "species": ["P", "C", "H", "H", "H", "C", "H", "H", "H", "C", "H", "H", "H", "P", "C", "H", "H", "H", "C", "H", "H", "H", "C", "H", "H", "H", "P", "C", "H", "H", "H", "C", "H", "H", "H", "C", "H", "H", "H", "Re", "C", "O", "C", "O", "C", "C", "C", "C", "C", "C", "H", "H", "H", "H", "H", "H", "O", "P", "C", "C", "C", "C", "C", "C", "C", "C", "C", "C", "C", "C", "C", "C", "C", "C", "C", "C", "H", "H", "H", "H", "H", "H", "H", "H", "H", "H", "H", "H", "H", "H", "H"], "xyz": [[2.658925, -0.833259, -0.176384], [3.218351, -1.033035, 1.548829], [4.235527, -1.439856, 1.510667], [2.547729, -1.713823, 2.080575], [3.227930, -0.060326, 2.049615], [3.144591, -2.441288, -0.891194], [3.311216, -2.359838, -1.970187], [2.356781, -3.179107, -0.691277], [4.063837, -2.754447, -0.388125], [3.848020, 0.435407, -0.725160], [4.832661, -0.016192, -0.868310], [3.912220, 1.200032, 0.056211], [3.531399, 0.916631, -1.653272], [-0.894524, 2.848687, -1.040290], [-1.001813, 3.642682, 0.568892], [-1.490540, 4.595032, 0.323878], [0.009354, 3.801598, 0.962530], [-1.614321, 3.039907, 1.249523], [0.304759, 4.003441, -1.819065], [0.306544, 3.941156, -2.912978], [1.312254, 3.775085, -1.436665], [0.011989, 5.001636, -1.481884], [-2.632698, 3.000334, -1.599964], [-2.770761, 4.023046, -1.965912], [-3.269814, 2.832535, -0.718438], [-2.901941, 2.276695, -2.378758], [-1.685055, -2.027219, -0.034619], [-2.095429, -2.209591, 1.713921], [-2.735173, -3.099054, 1.813098], [-2.627483, -1.326898, 2.086142], [-1.168340, -2.338180, 2.280367], [-3.303921, -1.901155, -0.833378], [-3.944740, -2.645157, -0.353556], [-3.262223, -2.082984, -1.909055], [-3.728957, -0.906710, -0.649946], [-0.673440, -3.484603, -0.365731], [-1.340880, -4.357423, -0.323130], [0.087791, -3.566201, 0.426587], [-0.170429, -3.453451, -1.340389], [0.109698, 0.053745, -1.258931], [1.084056, 1.300187, -0.075936], [1.559220, 2.024901, 0.731789], [-1.392029, 0.307459, -0.011927], [-2.208706, 0.715165, 0.754219], [-1.330308, 0.017331, -2.933826], [-0.780649, -1.268255, -2.894630], [0.609282, -1.411259, -2.921208], [1.457773, -0.301177, -3.009159], [0.899637, 0.991146, -3.006627], [-0.496906, 1.124582, -3.122494], [-2.402700, 0.163930, -2.898625], [-1.441572, -2.127768, -2.841840], [1.024660, -2.403199, -2.858225], [2.532977, -0.428926, -3.039348], [1.545569, 1.865941, -2.981285], [-0.920449, 2.093615, -3.385035], [0.497286, -0.599471, 2.833204], [0.285132, -0.769194, 4.320237], [1.577954, 0.044546, 5.319769], [2.468990, 0.968113, 4.746761], [3.452081, 1.549317, 5.551329], [3.492091, 1.289363, 6.925979], [2.552771, 0.431053, 7.500907], [1.603020, -0.206842, 6.698898], [-1.211177, 0.137643, 4.760032], [-2.361296, -0.447606, 5.299285], [-3.478334, 0.342435, 5.577654], [-3.426201, 1.730586, 5.393424], [-2.270038, 2.323349, 4.864734], [-1.184113, 1.520888, 4.508348], [0.419762, -2.520137, 4.752111], [1.714312, -3.051953, 4.913895], [1.898584, -4.421004, 5.128509], [0.790598, -5.274961, 5.209229], [-0.495450, -4.753838, 5.015032], [-0.680261, -3.393959, 4.761696], [2.387100, 1.234575, 3.688396], [4.179271, 2.219266, 5.096407], [4.248398, 1.768771, 7.545909], [2.544394, 0.249155, 8.574669], [0.882992, -0.891531, 7.151514], [-2.386464, -1.507231, 5.531166], [-4.386603, -0.123751, 5.966946], [-4.274197, 2.357597, 5.680822], [-2.211022, 3.408422, 4.745716], [-0.298654, 1.974123, 4.057371], [2.580396, -2.384621, 4.878104], [2.908916, -4.819663, 5.245328], [0.931989, -6.337777, 5.430265], [-1.361530, -5.417554, 5.065990], [-1.686247, -3.026336, 4.570381]], "forces_ev_per_angstrom": [[0.09, -0.34, 0.53], [-0.55, -0.01, 0.07], [-0.12, 0.11, -0.06], [0.17, 0.16, 0.01], [-0.08, -0.26, -0.06], [-0.37, 0.16, -0.24], [0.07, -0.16, 0.20], [0.26, 0.12, -0.06], [-0.05, 0.00, -0.21], [-0.19, 0.07, -0.26], [-0.05, 0.03, 0.01], [0.07, -0.17, -0.19], [0.22, -0.01, 0.06], [-0.45, 1.86, 0.64], [0.06, -0.23, 0.29], [0.08, -0.04, 0.46], [-0.45, 0.15, 0.05], [0.15, 0.37, -0.02], [-0.28, -0.48, -0.39], [0.04, 0.24, 0.21], [-0.35, 0.14, -0.07], [0.14, 0.01, -0.25], [0.22, -0.17, -0.18], [-0.16, -0.12, -0.03], [0.22, 0.10, -0.30], [-0.02, 0.37, 0.13], [0.21, 0.13, 1.23], [0.09, 0.10, 0.10], [0.14, 0.17, -0.01], [0.07, -0.20, -0.08], [-0.18, 0.03, -0.12], [0.12, -0.23, -0.39], [-0.08, 0.00, -0.18], [-0.21, -0.07, 0.16], [0.12, -0.24, 0.06], [-0.05, -0.38, -0.46], [0.27, 0.03, -0.02], [-0.36, 0.11, -0.18], [-0.28, -0.14, 0.33], [0.58, -0.32, 2.17], [1.64, 2.73, 4.13], [-1.64, -2.96, -3.53], [-2.48, 1.42, 3.67], [2.55, -1.52, -2.88], [-0.81, 0.15, -0.92], [-0.75, -0.77, -0.48], [0.36, -0.56, -0.16], [1.01, -0.05, -0.87], [0.95, 0.41, -1.21], [-0.13, 0.76, -0.79], [0.02, -0.10, -0.09], [0.33, 0.07, -0.05], [0.18, -0.11, -0.03], [-0.13, -0.04, 0.00], [-0.15, -0.18, -0.35], [0.02, -0.24, 0.36], [0.34, 0.26, 0.44], [-0.24, -0.35, -1.80], [-0.26, 0.52, -1.42], [0.59, 0.47, 0.28], [-0.69, 0.01, -2.24], [-0.08, -0.39, 1.33], [-0.75, -0.71, 0.13], [0.84, 0.33, 2.18], [0.08, -0.39, 0.49], [-0.27, 0.22, 0.29], [0.03, -0.04, -0.01], [0.25, 0.01, -0.05], [0.05, -0.25, -0.09], [-0.08, 0.43, 0.18], [-0.20, -0.10, 0.24], [-0.13, -0.02, 0.10], [-0.11, 0.07, 0.01], [0.05, 0.33, -0.02], [0.09, -0.08, -0.04], [0.13, -0.12, 0.12], [0.05, -0.25, 0.42], [-0.11, -0.09, 0.19], [-0.16, -0.08, -0.09], [0.12, 0.07, -0.26], [0.17, 0.19, -0.12], [-0.06, 0.24, 0.03], [0.33, 0.18, -0.08], [0.27, -0.26, -0.12], [-0.06, -0.40, -0.01], [-0.20, -0.08, 0.16], [-0.15, -0.26, 0.01], [-0.35, 0.14, 0.02], [-0.08, 0.43, -0.14], [0.28, 0.23, -0.03], [0.23, -0.14, 0.12]], "mulliken_charge": [0.892, -1.184, 0.709, 0.266, 0.078, -1.312, 0.399, 0.265, 0.538, -1.343, 0.514, 0.407, 0.318, 0.725, -1.348, 0.552, 0.453, 0.361, -1.101, 0.415, 0.279, 0.522, -1.144, 0.475, 0.372, 0.361, 0.716, -0.747, 0.599, 0.447, -0.246, -1.276, 0.532, 0.366, 0.352, -1.110, 0.577, 0.244, 0.321, 1.574, 0.113, -0.401, 0.415, -0.494, -1.174, -1.185, -0.853, -0.969, -1.241, -0.912, 0.586, 1.181, 0.715, 1.113, 0.611, 1.572, 0.772, 0.717, 0.443, 0.034, -0.713, -0.456, -0.787, -0.343, 0.804, -0.431, -0.873, -0.587, -0.725, -0.633, 0.969, -0.723, -0.786, -0.622, -1.014, -0.297, 0.321, 0.504, 0.478, 0.486, 0.488, 0.402, 0.488, 0.461, 0.487, 0.375, 0.382, 0.458, 0.441, 0.471, 0.116]}